Entry 1:
{"formula": "C18H38OP2Ru", "method": "wB97M-V/def2-TZVPD", "e_homo_ev": [-15.25, -15.00], "total_charge": 2, "s_squared": 6.036, "fmax_ha_per_bohr": 0.0744, "orbital_gap_ev": [9.29, 5.24], "multiplicity": 5, "e_above_lowest_kcal_mol": 14.0, "elements": ["C", "Ru", "H", "H", "H", "H", "O", "P", "H", "H", "H", "H", "H", "H", "C", "C", "H", "C", "H", "C", "C", "H", "H", "H", "C", "C", "H", "H", "P", "H", "H", "H", "H", "C", "H", "C", "H", "H", "H", "H", "C", "C", "H", "H", "H", "H", "C", "C", "C", "C", "H", "C", "H", "H", "H", "H", "C", "H", "H", "H"], "xyz": [[-0.78027, -2.47283, -0.12280], [0.27613, 0.56007, -0.05971], [5.37694, 0.72285, -3.19769], [1.65790, 0.80013, 2.24752], [-3.11815, -2.94215, -1.61242], [3.83291, 0.93088, -1.35977], [-1.24793, -0.25202, -1.10700], [4.56140, 3.82715, 0.57082], [1.91156, 3.03751, -2.66779], [4.58043, 3.83436, 2.95465], [5.35704, 3.35353, -4.66015], [-3.42444, -1.56644, -0.52839], [-0.41806, -0.53027, 2.20823], [3.85802, 4.28377, -4.36609], [1.84514, 0.10974, -1.52422], [5.78567, 1.60530, -2.68676], [5.84496, 4.92824, 2.31266], [3.18837, 0.20220, -0.83866], [3.44462, 5.76550, -0.47682], [1.73071, 3.02690, -0.46167], [5.36730, 3.95088, 2.19929], [-1.84522, 0.18568, 1.41354], [6.82701, 3.56303, -0.34327], [0.30136, -2.30533, -0.03575], [1.23461, 2.63415, -1.88831], [5.59613, 4.27252, -2.02976], [4.02094, 1.10546, 1.02967], [6.56486, 2.04817, -3.31940], [4.43061, 2.84824, -2.47778], [-0.93969, -3.53592, -0.32510], [3.35983, -0.49307, 1.18724], [4.61564, 6.23548, 0.79169], [-1.26665, -2.23613, 0.83092], [-1.39240, -1.65854, -1.24548], [0.38065, 0.86522, -2.87430], [1.24147, 2.20918, 0.70290], [-3.25105, -1.29305, -2.27201], [3.68765, -0.76491, -1.00133], [6.33884, 5.28048, -0.26402], [2.83754, 2.94826, -0.49529], [6.00549, 4.27175, -0.55387], [4.34114, 3.30431, -4.25404], [1.48804, 4.08015, -0.24951], [0.26463, 3.14501, -2.06072], [6.11392, 3.15480, 2.30382], [6.22270, 1.31684, -1.72139], [-0.78268, 0.35835, 1.65574], [1.88461, 1.02210, 1.20193], [3.17702, 0.47006, 0.69206], [-2.89236, -1.88779, -1.42775], [-0.70407, 1.22374, 2.33366], [3.83247, 5.51598, 0.52068], [-0.90806, -1.94960, -2.19749], [3.77398, 2.53068, -4.78552], [6.48092, 4.14714, -2.67333], [5.08162, 5.20173, -2.34017], [1.06169, 1.16021, -2.06592], [1.65676, -0.87976, -1.97261], [3.02605, 5.57256, 1.26167], [0.65017, 2.73415, 1.45804]], "forces_ev_per_angstrom": [[-0.0589, 0.1256, 0.2147], [-2.6219, -0.1124, 0.0217], [0.2570, 0.0673, 0.2252], [0.0519, -0.0443, -0.3003], [0.1002, 0.1536, 0.0327], [-0.5136, -0.3274, 0.3663], [1.2108, -0.0598, 0.4725], [2.4372, 2.9161, -0.4440], [-0.2509, -0.2422, 0.3076], [0.3728, 0.0254, 0.1082], [-0.2104, -0.0202, 0.0882], [0.0287, -0.0820, -0.0730], [-0.0833, 0.3714, -0.1769], [0.0012, -0.3160, -0.1131], [-0.1192, 0.6609, -0.9164], [-0.3386, -0.4146, 0.2078], [-0.1249, -0.0780, -0.1946], [0.9466, -0.0070, 0.1717], [0.0328, -0.0943, 0.3350], [0.5053, 0.4686, -0.4689], [-0.4254, -1.0908, 0.3965], [0.4327, 0.1748, 0.1635], [-0.3281, 0.2663, -0.2268], [-0.0502, -0.0393, 0.0423], [-0.6752, 0.6720, 0.9836], [-0.4623, 0.0067, 0.2709], [-0.2480, -0.1358, -0.3195], [-0.2020, -0.1411, 0.1665], [3.0986, 1.2150, -0.8972], [0.0991, 0.1501, 0.0139], [-0.0888, 0.2469, -0.0018], [-0.1327, -0.3103, -0.0197], [0.1280, -0.0908, -0.1838], [-0.7786, -0.1004, -0.3582], [0.1252, 0.1101, 0.4456], [0.7460, -0.5043, 0.9288], [0.0121, -0.1364, 0.1241], [-0.1051, 0.3191, 0.0385], [-0.1587, -0.3580, 0.2423], [-0.8642, -0.0554, 0.0998], [0.0033, -0.8799, -0.5614], [-0.8137, -0.0958, -0.0672], [0.0592, -0.3237, -0.3110], [0.4114, -0.3491, -0.0434], [-0.1935, 0.1673, 0.1501], [-0.1394, -0.0775, -0.2612], [-1.0536, -1.0653, 1.0087], [-0.1527, 1.3783, 0.2014], [0.3135, -0.6607, -0.2861], [-0.1551, -0.0550, -0.0389], [0.1116, -0.2083, -0.3626], [-1.0902, -0.3809, -0.0265], [0.0573, 0.3337, 0.0690], [0.0902, 0.3097, -0.1235], [-0.3140, 0.1280, 0.1648], [0.3161, -0.3010, 0.3442], [1.0783, -1.6646, -1.2098], [-0.2000, 0.4728, 0.2466], [0.0501, 0.2182, -0.2344], [-0.1243, -0.1352, -0.4328]]}

Entry 2:
{"formula": "C18H39F2NO13", "method": "wB97M-V/def2-TZVPD", "e_homo_ev": -8.32, "total_charge": 0, "fmax_ha_per_bohr": 0.2039, "orbital_gap_ev": 7.79, "multiplicity": 1, "e_above_lowest_kcal_mol": 68.4, "elements": ["H", "H", "H", "O", "H", "H", "H", "C", "C", "H", "H", "O", "C", "C", "F", "H", "H", "H", "H", "C", "H", "H", "H", "H", "H", "C", "C", "C", "O", "H", "H", "H", "O", "C", "H", "H", "H", "H", "H", "O", "H", "H", "H", "C", "C", "C", "O", "C", "O", "O", "H", "H", "F", "H", "O", "C", "C", "H", "H", "H", "O", "C", "H", "N", "C", "H", "O", "O", "H", "C", "H", "O", "H"], "xyz": [[-5.33393, -1.08367, 4.64986], [-2.25093, 2.42033, -0.97214], [-2.35093, -0.04767, 1.31786], [-3.86293, -2.53867, 4.88186], [3.19007, 4.73633, -5.98514], [-4.89093, -3.16667, 6.60586], [-1.53393, 0.87333, -1.46014], [-0.21593, 2.08933, -5.07014], [-2.17693, 1.57333, -1.78414], [-1.20793, -0.10067, 2.71186], [2.08007, 2.94533, -0.82514], [1.10907, 0.64333, -0.33014], [4.00907, 5.31933, -3.65814], [-3.20293, -4.44067, 6.29186], [-0.02893, -1.54867, -3.61214], [-5.40893, -2.17767, 3.46886], [-0.89193, 2.64633, -5.68614], [4.11407, 5.91033, -2.78714], [3.17507, 3.12033, -4.95914], [2.29707, 1.12233, 2.71386], [0.60607, -1.33167, -1.77314], [0.04707, 1.22233, -3.22914], [-3.31793, -6.97767, 6.23986], [-3.04493, 0.99133, -1.86514], [4.70807, 5.51833, -4.60014], [-2.31893, -6.52267, 5.79486], [2.85107, -0.94967, 3.41486], [-4.63293, -1.79567, 4.21686], [-2.66493, -5.26467, 5.28686], [1.70607, 4.15433, -2.05214], [-1.93193, -6.95367, 4.90986], [-3.36693, -5.05467, 7.11086], [2.03407, 0.08733, 3.61286], [2.63407, 4.10733, -5.18014], [1.25007, 3.27933, -6.62114], [-4.47193, -0.32467, 2.71886], [-5.22293, -4.52867, 5.39286], [4.70607, 4.60133, -3.45314], [1.81107, -0.39867, -3.66614], [1.33107, -3.09967, -2.47614], [0.71607, 0.22333, 0.44586], [1.42107, 2.48233, -2.38114], [2.48807, 2.20433, 3.36286], [3.56707, 0.74433, 2.05286], [0.92707, -1.81067, -2.66714], [-1.81193, -0.86767, 2.09386], [2.68207, 5.02233, -4.15614], [-4.37093, -3.62667, 5.75886], [-1.73593, 2.28633, -3.03214], [3.70607, -0.60667, 2.60086], [-3.22593, -0.07867, 3.85786], [2.39907, -0.70967, -2.02114], [4.65407, 1.48033, 2.42286], [-1.54793, 0.22333, -4.06514], [0.66407, 2.85833, -4.64714], [2.47807, -3.33467, -3.17314], [-0.95893, 1.28533, -3.76814], [0.45207, 3.11033, -1.49614], [3.77307, 0.77733, 1.07386], [1.38007, 1.03633, 1.93186], [3.04107, -4.45767, -3.31714], [-3.66893, -0.91467, 3.40186], [0.73807, 4.55733, -6.09214], [1.46107, 3.26833, -1.65714], [1.24707, 3.67633, -5.68514], [-2.44193, -3.77167, 6.92186], [2.95707, -2.11867, -3.53714], [-2.69093, -1.72167, 2.75686], [-1.63793, -6.68067, 6.62186], [2.14707, -1.12867, -3.02114], [-1.03993, -1.52267, 1.55786], [2.63307, -2.06367, 3.99386], [0.27007, 1.12333, -5.43314]], "forces_ev_per_angstrom": [[0.0599, 0.4370, 1.5699], [-0.2022, -1.7964, -1.5136], [1.0002, -2.5078, 1.5155], [2.2200, -6.7638, 5.1274], [-0.7170, -1.8596, 0.2321], [0.0724, 0.1729, -0.0710], [3.3167, -1.9976, 1.0212], [-6.2765, -8.3916, -0.3092], [-0.7001, 5.4320, 0.0023], [-0.9283, -1.4496, -0.0609], [-1.7816, 0.2140, -1.5405], [0.2804, 0.5578, -0.3282], [0.4582, 0.6153, -4.6190], [1.9919, 2.5267, -0.0385], [-0.7132, -1.3123, -0.7680], [1.2932, -1.0142, 0.4681], [-1.0680, -0.5927, -0.9115], [-0.8469, 1.5617, 0.2021], [-0.2662, 1.3999, -0.1133], [-2.4377, 2.9508, -0.0506], [-1.0156, -0.2941, 1.0623], [-1.5182, -1.2867, 0.0309], [1.7290, 0.1576, -1.2483], [-1.9608, -0.0428, -0.7057], [-1.6275, 1.5038, 1.3990], [-2.8635, -0.8362, 0.5218], [-5.1865, -4.8895, 5.5362], [-3.2914, 4.5351, -5.2681], [0.6739, 1.2521, 0.9436], [0.0313, 0.6251, -0.6315], [0.2044, -1.4830, -0.5196], [-1.9339, -1.3699, 1.5499], [-1.3129, 0.3461, 1.6050], [1.9238, -0.7772, -2.8437], [1.0087, -2.8593, -2.3653], [1.9145, -1.3031, 0.2790], [2.3996, 3.0077, -0.1055], [0.5335, -3.9687, 1.2987], [0.4212, 1.8097, -1.9052], [-0.8536, -2.0923, -0.5459], [-0.0937, -0.0126, -0.3998], [1.3190, 1.1548, 0.5976], [-0.9324, -3.0251, -2.1378], [0.7280, -1.3507, 3.5210], [-0.7616, 1.0775, 1.3448], [1.3931, 2.0710, -2.3100], [0.0157, 0.4060, 3.6043], [-1.4736, -1.4173, -0.0830], [0.0483, -3.2539, 0.9691], [5.6827, 0.8115, -5.0045], [0.9537, 0.7060, 1.5280], [1.1530, 0.0758, -0.7975], [0.5148, 0.4813, 1.5109], [1.7610, 3.1501, 0.9462], [6.2985, 6.6573, 2.3409], [2.4927, -3.6299, 0.0943], [0.7935, 1.9655, -1.8019], [0.1704, 0.8641, 1.1475], [-0.9466, -0.9019, -4.0413], [2.3324, 1.2934, 1.5957], [-2.7191, 5.3181, 0.4131], [-3.3091, -0.0133, -2.3278], [-1.1422, 0.6275, 1.6733], [-0.1108, -3.5324, 0.4206], [1.0912, 2.5298, 3.0863], [-0.7765, -0.5833, -2.1845], [1.6798, -1.3261, -1.0684], [-0.7805, 1.8075, -0.0230], [0.7236, 1.0193, 0.1994], [0.3254, 0.4511, 2.4226], [-1.2423, 1.0687, 0.5024], [1.5789, 4.3558, -2.5082], [-0.7987, 0.9380, -1.1322]]}